{
  "formula": "C3H9N2O",
  "method": "the ωB97M-V functional and the def2-TZVPD basis",
  "symbols": ["C", "N", "C", "N", "C", "O", "H", "H", "H", "H", "H", "H", "H", "H", "H"],
  "coordinates": [[0.1058, -1.1541, -1.7872], [0.0182, -0.6891, -0.3967], [0.1195, 0.5387, 0.0667], [0.1557, 1.5926, -0.6768], [-0.1612, 0.5321, 1.7019], [0.0395, -0.8180, 2.1238], [-0.5964, -0.6573, -2.4814], [1.2529, -0.9899, -2.2391], [-0.0648, -2.2259, -1.7713], [0.0361, -1.4030, 0.3498], [-0.0332, 2.4365, -0.3236], [0.0767, 1.5130, -1.7272], [-1.1068, 0.9491, 1.8952], [0.4462, 1.3433, 2.2766], [-0.2881, -0.9682, 2.9892]],
  "forces_ev_per_angstrom": [[3.01, 0.73, -1.13], [0.67, -0.04, -0.01], [-1.83, -2.72, 3.15], [0.63, -2.62, -3.93], [2.88, 1.06, -0.78], [0.44, 1.57, -1.80], [0.20, -0.19, 0.58], [-3.02, -0.36, 1.26], [-0.11, 0.08, -0.14], [-0.09, 0.49, -0.54], [-0.57, 3.92, 1.71], [0.28, 0.05, 1.77], [-1.92, -0.20, -0.29], [0.01, -1.72, -1.21], [-0.59, -0.08, 1.36]],
  "e_above_lowest_kcal_mol": 37.40,
  "e_homo_ha": -0.5564,
  "max_force_ev_per_a": 4.8,
  "total_charge": 1,
  "homo_lumo_gap_ev": 11.87,
  "e_tot_ha": -304.19076
}